Arrangement P

Below is C5H10N2S in the gas phase, with properties calculated with ωB97M-V/def2-TZVPD.

Structure (XYZ):
```
18
Properties=species:S:1:pos:R:3:nbo_charge:R:1
C -2.275 -0.461 0.356 -0.42
N -1.399 -0.444 -0.737 -0.58
S -2.053 0.206 -2.179 0.18
C -0.080 -0.032 -0.386 0.42
N 0.674 0.577 -1.186 -0.43
C 1.967 0.698 -0.629 -0.25
C 1.931 0.175 0.776 -0.42
C 0.671 -0.662 0.789 -0.47
H -1.764 -0.824 1.371 0.21
H -2.691 0.619 0.625 0.17
H -3.097 -1.157 -0.078 0.23
H -2.589 1.558 -1.863 0.10
H 2.381 1.735 -0.704 0.21
H 2.634 -0.013 -1.050 0.19
H 1.842 0.859 1.632 0.20
H 2.708 -0.469 1.089 0.21
H 0.857 -1.725 0.343 0.22
H 0.282 -0.640 1.831 0.23
```

Computed properties:
net charge = 0
LUMO = 0.80 eV
SMILES = CN(S)C1=NCCC1



Arrangement Q

Below is a molecular structure, C5H10N2S, with properties calculated with ωB97M-V/def2-TZVPD.

Structure (XYZ):
```
18
Properties=species:S:1:pos:R:3:nbo_charge:R:1
C -2.645 0.460 -0.147 -0.63
C -1.184 0.243 -0.372 0.29
C 0.765 0.179 -1.337 -0.24
C 0.817 -0.824 -0.006 -0.13
C 1.931 -0.314 0.909 -0.54
H -3.392 -0.469 -1.103 0.25
H -2.903 1.844 -0.498 0.29
H -3.102 -0.013 1.421 0.21
H 0.789 -0.464 -2.399 0.20
H 1.556 1.045 -1.276 0.22
H 1.058 -1.759 -0.530 0.22
H 2.414 -1.192 1.590 0.22
H 3.073 0.100 0.289 0.21
H 0.778 1.230 1.897 0.12
H -0.997 -1.531 0.605 0.39
N -0.548 0.839 -1.325 -0.45
N -0.508 -0.645 0.495 -0.64
S 2.097 1.271 1.786 0.00
```

Computed properties:
net charge = 0
LUMO = 0.15 eV



Arrangement R

Below is a molecular structure, C5H10N2S, with properties calculated with ωB97M-V/def2-TZVPD.

Structure (XYZ):
```
18
Properties=species:S:1:pos:R:3:nbo_charge:R:1
C 0.891 -0.832 0.202 -0.07
C 0.203 -0.281 -1.047 -0.32
C -1.265 -0.717 -1.082 -0.23
C -1.219 -0.076 1.284 -0.24
C 0.219 0.295 1.058 -0.32
H 2.606 0.108 -0.019 0.36
H 2.839 -1.476 -0.356 0.36
H 0.543 -1.849 0.498 0.18
H 0.671 -0.340 -1.976 0.22
H -1.402 -1.897 -1.277 0.17
H -1.688 -0.226 -1.959 0.20
H -2.800 -0.766 0.198 0.37
H -1.325 -0.939 1.859 0.18
H -1.673 0.722 1.874 0.20
H 0.788 0.462 1.968 0.24
N 2.310 -0.829 0.300 -0.83
N -2.000 -0.169 0.068 -0.62
S 0.393 1.428 -0.367 0.15
```

Computed properties:
net charge = 0
LUMO = 0.88 eV



Which of them is the most stable? Correct choice: arrangement R.



Arrangement P

Below is 2 unconnected molecules or ions with the total composition C5H16N2O, with properties calculated with ωB97M-V/def2-TZVPD.

Structure (XYZ):
```
24
Properties=species:S:1:pos:R:3:nbo_charge:R:1
C 2.128 -2.521 0.618 -0.65
C 0.876 -1.847 0.040 -0.07
C 1.009 -0.449 0.516 -0.49
C -0.231 0.469 0.306 -0.15
C -0.221 1.685 -0.249 -0.10
N -1.468 2.280 -0.638 -0.68
N 0.993 -2.155 -1.411 -0.68
H 2.455 -2.378 1.578 0.27
H 2.151 -3.571 0.552 0.24
H 3.060 -2.231 0.094 0.23
H -0.119 -2.265 0.294 0.24
H 2.056 0.036 0.274 0.26
H 1.049 -0.388 1.631 0.29
H -1.116 -0.250 0.568 0.24
H 0.650 2.345 -0.443 0.26
H -2.159 2.245 0.026 0.48
H -1.611 2.095 -1.600 0.45
H -1.320 3.290 -0.606 0.45
H 0.273 -1.661 -1.949 0.44
H 0.912 -3.247 -1.508 0.48
H 1.808 -1.906 -1.923 0.45
H -3.746 4.195 1.020 0.50
H -3.935 2.961 1.803 0.50
O -3.493 3.268 1.006 -0.99
```

Computed properties:
net charge = +2
LUMO = -6.65 eV



Arrangement Q

Below is 2 unconnected molecules or ions with the total composition C5H16N2O, with properties calculated with ωB97M-V/def2-TZVPD.

Structure (XYZ):
```
24
Properties=species:S:1:pos:R:3:nbo_charge:R:1
C 1.415 -1.655 1.631 -0.64
C 0.894 -1.347 0.229 -0.03
C 0.627 0.139 -0.039 -0.51
C -0.743 0.538 -0.533 0.12
C -1.053 0.740 -1.798 -0.32
N -1.805 0.595 0.497 -0.70
N 1.932 -1.879 -0.756 -0.68
H 2.060 -2.524 1.699 0.25
H 0.548 -1.769 2.287 0.25
H 1.981 -0.821 2.040 0.24
H 0.009 -1.938 0.012 0.23
H 1.410 0.689 -0.567 0.28
H 0.768 0.696 0.900 0.26
H -1.931 1.210 -2.234 0.25
H -0.280 0.628 -2.547 0.24
H -1.841 -0.248 1.067 0.44
H -1.689 1.416 1.109 0.48
H -2.698 0.804 0.034 0.47
H 1.703 -1.716 -1.749 0.45
H 2.852 -1.414 -0.708 0.45
H 2.012 -2.898 -0.658 0.46
H -1.753 3.445 -0.698 0.50
H -2.406 4.056 0.572 0.52
O -2.013 3.250 0.208 -1.00
```

Computed properties:
net charge = +2
LUMO = -6.60 eV



Which of them is the most stable? Correct choice: arrangement Q.



Arrangement P

Below is 2 unconnected molecules or ions with the total composition C2H11N2O, with properties calculated with ωB97M-V/def2-TZVPD.

Structure (XYZ):
```
16
Properties=species:S:1:pos:R:3:nbo_charge:R:1
C -0.379 0.085 -2.155 -0.45
N 0.746 0.583 -1.306 -0.72
H -0.272 -0.951 -2.491 0.25
H -1.437 0.321 -1.774 0.25
H -0.446 0.689 -3.105 0.23
H 0.777 1.560 -1.386 0.42
H 1.697 0.405 -1.690 0.43
H 0.604 0.317 -0.257 0.50
N 0.180 0.875 1.386 -0.86
C -0.431 -0.419 1.712 0.09
O -0.173 -1.247 0.508 -0.78
H -0.510 1.543 1.677 0.39
H 1.007 1.011 2.010 0.39
H -0.069 -0.779 2.621 0.18
H -1.422 -0.132 1.811 0.17
H -0.170 -2.210 0.616 0.51
```

Computed properties:
net charge = +1
LUMO = -3.02 eV



Arrangement Q

Below is 2 unconnected molecules or ions with the total composition C2H11N2O, with properties calculated with ωB97M-V/def2-TZVPD.

Structure (XYZ):
```
16
Properties=species:S:1:pos:R:3:nbo_charge:R:1
C 1.949 1.221 -0.342 -0.49
N 1.358 -0.048 -0.283 -0.70
H 3.115 1.310 -0.298 0.25
H 1.702 1.608 -1.290 0.23
H 1.713 2.100 0.252 0.27
H 2.128 -0.768 -0.562 0.45
H 0.630 -0.189 -1.014 0.47
H 0.925 -0.173 0.624 0.48
N -1.446 -0.886 -0.671 -0.89
C -1.922 -0.220 0.459 0.09
O -0.867 -0.300 1.560 -0.80
H -1.127 -1.813 -0.330 0.37
H -2.249 -1.179 -1.316 0.41
H -2.102 0.890 0.128 0.18
H -2.867 -0.476 0.919 0.18
H -0.939 -1.079 2.163 0.50
```

Computed properties:
net charge = +1
LUMO = -3.35 eV



Arrangement R

Below is 2 unconnected molecules or ions with the total composition C2H11N2O, with properties calculated with ωB97M-V/def2-TZVPD.

Structure (XYZ):
```
16
Properties=species:S:1:pos:R:3:nbo_charge:R:1
C 2.790 0.288 -0.553 -0.43
N 1.425 0.805 -0.878 -0.89
H 3.566 1.063 -0.691 0.21
H 2.875 0.184 0.567 0.20
H 2.971 -0.707 -0.930 0.22
H 1.262 0.823 -1.879 0.37
H 1.521 1.769 -0.558 0.38
H -0.280 0.057 -0.142 0.48
N -1.222 -0.394 -0.240 -0.72
C -1.914 -0.227 1.098 0.09
O -3.004 -1.109 0.866 -0.72
H -1.220 -1.374 -0.521 0.45
H -1.732 0.149 -0.975 0.44
H -1.316 -0.648 1.922 0.21
H -2.337 0.767 1.215 0.21
H -3.381 -1.447 1.697 0.51
```

Computed properties:
net charge = +1
LUMO = -3.25 eV



Which of them is the most stable? Correct choice: arrangement R.